# C5H6O

C5H6O in the gas phase in a non-equilibrium geometry (wB97M-V/def2-TZVPD, OMol25).

Computed properties:
- Maximum force: 3.4 eV/A
- Calculated total energy: -269.1432 hartree
- E_LUMO (spin up / spin down): 0.0009 / 0.0034 Eh
- ΔE to the lowest compared entry with this formula, charge and spin: 5.525 eV

```
! RIJCOSX wB97M-V def2-TZVPD def2/J DEFGRID3
* xyz 0 1
C -0.02066 -1.81623 -1.75418
C 0.06168 -0.75458 -1.22707
C -0.42819 1.27577 0.44577
C -0.93426 0.41915 1.49365
C 0.51981 0.31698 -0.47393
O 1.85367 0.38665 -0.25107
H -0.47777 -2.62357 -2.28423
H -1.24228 1.70675 -0.09559
H 0.35269 1.83000 0.97053
H -0.15333 -0.17897 1.97514
H -1.82122 -0.12684 1.15785
H 2.28986 -0.43511 0.04314
*
```

=====

# C4H10O

A 2-piece molecular cluster, C4H10O overall (wB97M-V/def2-TZVPD, OMol25).

Computed properties:
- Maximum force: 0.5 eV/A
- Calculated total energy: -233.5695 hartree
- SMILES: C=CCCO.[H][H]
- E_LUMO: 0.0367 Eh
- ΔE to the lowest compared entry with this formula, charge and spin: 2.052 eV

```
! RIJCOSX wB97M-V def2-TZVPD def2/J DEFGRID3
* xyz 0 1
C -2.22831 -0.36295 0.07938
C -1.01621 -0.14655 0.58286
C 0.24909 -0.80571 0.10730
C 1.48157 0.09097 0.10778
O 2.59358 -0.75706 -0.11266
H -2.38679 -1.02942 -0.76599
H -3.10867 0.13227 0.48030
H -0.91463 0.55067 1.41687
H 0.11049 -1.22631 -0.89529
H 0.48519 -1.64602 0.77283
H 1.40586 0.86120 -0.67458
H 1.56766 0.61097 1.07677
H 3.38683 -0.21189 -0.15957
H -0.96421 1.71531 -0.83058
H -0.69586 2.27311 -1.24005
*
```

=====

# C4H10N2O2

A 2-piece molecular cluster, C4H10N2O2 overall in a non-equilibrium geometry (wB97M-V/def2-TZVPD, OMol25).

Computed properties:
- Maximum force: 5.5 eV/A
- Calculated total energy: -418.3681 hartree
- SMILES: CC(N)=O.CC(N)=O
- E_LUMO: 0.0262 Eh
- ΔE to the lowest compared entry with this formula, charge and spin: 2.526 eV

```
! RIJCOSX wB97M-V def2-TZVPD def2/J DEFGRID3
* xyz 0 1
C -3.47376 0.07560 0.09892
C -1.99861 -0.06582 -0.07382
N -1.17844 1.01203 -0.24324
O -1.48007 -1.13289 -0.02003
H -4.04628 -0.45175 -0.76406
H -3.97601 1.11794 0.16994
H -3.71260 -0.53661 0.97247
H -0.04786 0.85742 -0.19816
H -1.52366 1.96848 -0.29571
C 3.47075 -0.16553 -0.14692
C 1.98310 0.11503 0.16642
N 1.16029 -1.04102 0.11676
O 1.52310 1.26934 0.19158
H 3.48196 -1.37557 -0.45674
H 4.07996 0.10882 0.74361
H 3.94037 0.53410 -0.85291
H 0.14714 -0.81256 0.36014
H 1.55091 -2.05458 -0.43313
*
```

=====

# C3H8NO3

A 2-piece molecular cluster, C3H8NO3 overall in a non-equilibrium geometry (wB97M-V/def2-TZVPD, OMol25).

Computed properties:
- Maximum force: 3.1 eV/A
- Calculated total energy: -399.6145 hartree
- E_LUMO: 0.1394 Eh
- ΔE to the lowest compared entry with this formula, charge and spin: 1.724 eV

```
! RIJCOSX wB97M-V def2-TZVPD def2/J DEFGRID3
* xyz -1 1
O -1.00712 0.67975 -2.13666
C -0.14909 0.76825 -1.24861
N -0.31775 -0.04686 -0.17591
C -1.00938 -1.35058 -0.10749
O -0.46537 -2.09690 0.89258
C 0.98983 1.77153 -1.28306
H 0.36431 -0.00396 0.58580
H -1.21550 -1.97679 -1.00103
H -2.03911 -1.15406 0.23957
H 1.00104 2.55312 -2.05880
H 1.06441 2.29643 -0.31937
H 1.94052 1.23055 -1.35474
H 0.31945 -1.42497 2.07385
H -0.16900 -0.48188 3.12242
O 0.69276 -0.76364 2.77146
*
```

=====

# C44H49AuN6P2Se2Si2

C44H49AuN6P2Se2Si2 as an isolated structure in a non-equilibrium geometry (wB97M-V/def2-TZVPD, OMol25).

Computed properties:
- Maximum force: 1.2 eV/A
- Calculated total energy: -8234.9614 hartree
- E_LUMO (spin up / spin down): -0.0637 / -0.0638 Eh
- ΔE to the lowest compared entry with this formula, charge and spin: 0.000 eV

```
! RIJCOSX wB97M-V def2-TZVPD def2/J DEFGRID3
* xyz 0 1
Au -1.68528 -0.54515 0.12441
C -3.99854 -4.85576 1.44629
C -4.72314 -3.63078 0.96362
C -6.09975 -3.64796 0.79849
C -6.69743 -2.51639 0.26406
C -5.92950 -1.42098 -0.04948
C -4.53431 -1.44380 0.20102
N -3.98442 -2.55229 0.69529
N -3.73876 -0.33233 -0.03987
Si -4.47710 1.22002 -0.38440
C -5.32293 1.21342 -2.07037
C -3.15684 2.53953 -0.53220
C -5.67495 1.75298 0.96415
H -4.69342 -5.56998 1.88630
H -3.22937 -4.58980 2.16948
H -3.49305 -5.33720 0.60469
H -6.68397 -4.51291 1.08475
H -7.76589 -2.49548 0.08482
H -6.38543 -0.55352 -0.50034
H -4.59264 0.97267 -2.84856
H -5.72714 2.20858 -2.28253
H -6.14319 0.50053 -2.15663
H -2.25162 2.17301 -1.02595
H -2.86728 2.92943 0.44198
H -3.54956 3.37261 -1.12440
H -6.64874 1.26687 0.89168
H -5.84076 2.83274 0.89704
H -5.27086 1.53833 1.95701
Se 4.67440 1.06115 2.72374
P 4.23443 0.63965 0.71522
C 4.43015 2.12053 -0.33208
C 3.68631 3.23529 0.05037
C 3.79536 4.42891 -0.64187
C 4.66311 4.51793 -1.72246
C 5.41365 3.41536 -2.10266
C 5.30672 2.21746 -1.40718
C 5.27396 -0.64817 -0.02819
C 6.20458 -1.29816 0.77042
C 6.99832 -2.30440 0.23429
C 6.87074 -2.64892 -1.10160
C 5.95011 -1.98999 -1.90748
C 5.14766 -0.99586 -1.37551
C 2.53509 0.04974 0.40618
C 1.23127 0.41540 0.74436
N 0.42135 -0.49540 0.13374
N 1.16326 -1.34866 -0.53941
N 2.42036 -1.04739 -0.38349
P 0.38426 1.72652 1.59097
Se -1.50739 1.03819 2.33638
C 1.31178 2.32549 3.00918
C 1.67054 3.65926 3.16936
C 2.25855 4.06919 4.35633
C 2.49043 3.15195 5.37051
C 2.14382 1.81742 5.20344
C 1.54328 1.40367 4.02950
C 0.19463 3.03589 0.35830
C -0.47134 4.21107 0.70777
C -0.65414 5.20694 -0.23535
C -0.20318 5.02218 -1.53697
C 0.44196 3.84696 -1.89212
C 0.64408 2.85227 -0.94585
H 3.04369 3.15902 0.91823
H 3.20752 5.28715 -0.33871
H 4.76952 5.45434 -2.25619
H 6.09124 3.48709 -2.94396
H 5.91380 1.37129 -1.69765
H 6.30035 -1.01342 1.81061
H 7.70762 -2.82210 0.86685
H 7.48594 -3.43723 -1.51781
H 5.84724 -2.26018 -2.95071
H 4.41250 -0.50270 -1.99547
H 1.48982 4.37697 2.37934
H 2.52643 5.10884 4.49063
H 2.93568 3.47965 6.30128
H 2.34314 1.10055 5.98856
H 1.24616 0.37000 3.89858
H -0.85961 4.32868 1.71326
H -1.15208 6.12785 0.03946
H -0.36894 5.79201 -2.28060
H 0.79631 3.70246 -2.90445
H 1.15219 1.93982 -1.23027
C -0.86742 -3.82733 -3.53865
Si -1.60187 -2.43769 -2.50112
C -3.42173 -2.34816 -2.94167
C -0.75815 -0.85992 -3.10063
N -1.44148 -2.51797 -0.76910
C -0.69103 -3.28716 0.07969
C -0.79630 -3.12754 1.48057
C 0.04268 -3.79071 2.35524
C 1.00114 -4.67474 1.87713
C 1.06640 -4.91250 0.50972
C 0.23483 -4.25102 -0.37254
H -1.17435 -3.65940 -4.57436
H -1.21572 -4.82068 -3.24428
H 0.22486 -3.82081 -3.50829
H -3.53578 -2.19659 -4.01979
H -3.91843 -1.52079 -2.42951
H -3.94710 -3.26980 -2.67535
H -0.92169 -0.70885 -4.17249
H 0.31767 -0.91090 -2.91929
H -1.14526 0.01919 -2.57212
H -1.56313 -2.45861 1.85555
H -0.05743 -3.62864 3.42253
H 1.67542 -5.17805 2.55761
H 1.78554 -5.62548 0.12472
H 0.31752 -4.44378 -1.43273
*
```

=====

# C18H36Br10NO9P

A 6-piece molecular cluster, C18H36Br10NO9P overall in a non-equilibrium geometry (wB97M-V/def2-TZVPD, OMol25).

Computed properties:
- Maximum force: 6.1 eV/A
- Calculated total energy: -27520.8735 hartree
- SMILES: CCOCCON(CC(=O)O)C(=O)OCP(=O)(O)O.BrCCBr.BrCCBr.BrCCBr.BrCCBr.BrCCBr
- E_LUMO: -0.0033 Eh

```
! RIJCOSX wB97M-V def2-TZVPD def2/J DEFGRID3
* xyz 0 1
C 8.06419 -3.44155 -1.01489
C 7.69259 -3.62177 -2.49524
O 6.32053 -3.94235 -2.59228
C 5.93462 -4.24893 -3.90814
C 4.79467 -5.25097 -3.79572
O 3.75004 -4.56382 -3.12145
N 2.51098 -5.22777 -3.28890
C 2.10435 -5.62826 -1.92830
C 3.07987 -6.65679 -1.33664
O 4.02181 -6.28859 -0.81493
O 2.79801 -7.96920 -1.44949
C 1.64847 -4.17034 -3.77022
O 1.89540 -3.64634 -4.75141
O 0.62048 -3.86797 -2.97356
C 0.21825 -2.49738 -3.06966
P 1.41051 -1.25326 -2.40450
O 1.42447 -0.13504 -3.30060
O 2.90144 -1.81984 -2.20995
O 0.88509 -0.85920 -0.91584
H 7.27376 -3.83946 -0.38850
H 8.97225 -4.01278 -0.83829
H 8.25244 -2.40310 -0.77189
H 7.89540 -2.67639 -3.00639
H 8.27236 -4.43680 -2.93487
H 6.78251 -4.67363 -4.45027
H 5.54916 -3.38626 -4.45923
H 4.50627 -5.62725 -4.77295
H 5.14216 -6.06569 -3.15952
H 2.10851 -4.78263 -1.24647
H 1.10632 -6.05958 -1.95336
H 1.85755 -8.04551 -1.25630
H -0.08926 -2.20906 -4.06733
H -0.67942 -2.41735 -2.45941
H 2.91381 -2.60014 -1.64148
H 1.40940 -1.41999 -0.33289
Br 0.46258 5.12261 0.91190
C 1.24360 3.41190 0.36671
C 0.21446 2.33035 0.18481
Br -0.40546 1.64959 1.90103
H 1.98410 3.16416 1.12027
H 1.73856 3.62442 -0.57820
H 0.64731 1.47514 -0.32741
H -0.66627 2.66248 -0.35515
Br -2.97365 -0.88099 0.55465
C -4.64348 -0.10206 1.15610
C -4.70028 -0.01731 2.65827
Br -5.06753 -1.75471 3.45865
H -5.44094 -0.69920 0.73335
H -4.66822 0.89233 0.71639
H -5.52238 0.62062 2.97290
H -3.77590 0.34375 3.09769
Br 1.43533 2.82234 5.30518
C -0.27438 3.74500 5.17665
C -0.71820 4.27743 6.51166
Br -1.41987 2.86102 7.64870
H -0.97854 3.04339 4.74267
H -0.10394 4.56085 4.47688
H -1.54189 4.97715 6.38739
H 0.08225 4.75785 7.06416
Br -8.02659 1.33133 -0.63886
C -8.47518 2.55223 0.81086
C -7.65644 3.81552 0.74601
Br -5.83439 3.53489 1.38110
H -8.33849 2.00552 1.73781
H -9.53122 2.77535 0.67635
H -8.07129 4.57261 1.40856
H -7.57992 4.21874 -0.25827
Br -2.56291 6.58326 1.19687
C -4.22014 7.61697 1.14474
C -4.57076 8.16768 2.50507
Br -5.29321 6.78351 3.65390
H -4.98583 6.96142 0.74219
H -4.03259 8.42571 0.44156
H -5.35769 8.91459 2.42561
H -3.71959 8.59759 3.02214
*
```